Record 1
This record from the Open Molecules 2025 dataset describes 9 unconnected molecules or ions with the total composition C61H59ClF8O3P at a distorted geometry. The level of theory is ωB97M-V with the def2-TZVPD basis set.

The geometry in ORCA input format:
```
! wB97M-V def2-TZVPD RIJCOSX def2/J DEFGRID3
* xyz -1 1
O 4.196 2.789 1.934
C 4.885 1.749 1.720
C 4.693 0.768 0.450
P 4.221 -1.034 0.956
O 3.834 -1.305 -0.737
C 2.425 -1.082 -0.978
C 1.603 -0.624 0.368
Cl 1.295 1.200 0.282
C 0.354 -1.628 0.350
C -0.878 -1.178 1.274
C -2.283 -1.914 0.893
C -3.395 -0.734 0.888
C -4.252 -0.384 2.134
C -5.260 0.815 1.993
C -5.351 1.595 0.639
C -4.493 1.234 -0.602
C -3.505 0.050 -0.475
O 2.575 -0.719 1.419
H 5.731 1.518 2.476
H 5.751 0.692 -0.020
H 4.030 1.225 -0.365
H 5.639 -1.280 0.838
H 4.524 -0.594 2.315
H 4.160 -2.447 1.301
H 2.248 -0.440 -1.914
H 2.074 -2.133 -1.316
H 0.700 -2.661 0.722
H -0.019 -1.775 -0.737
H -1.038 -0.053 1.076
H -0.645 -1.286 2.401
H -2.233 -2.449 -0.115
H -2.507 -2.705 1.684
H -4.127 -0.966 3.120
H -5.925 1.155 2.862
H -6.073 2.478 0.524
H -4.516 1.796 -1.591
H -2.818 -0.241 -1.349
F 9.637 6.260 0.280
C 8.570 5.545 -0.120
C 7.614 5.169 0.811
C 6.507 4.434 0.396
C 6.375 4.074 -0.944
C 7.344 4.453 -1.869
C 8.445 5.197 -1.456
H 7.737 5.451 1.850
H 5.749 4.141 1.114
H 5.514 3.497 -1.265
H 7.242 4.168 -2.911
H 9.205 5.508 -2.164
F -5.493 3.854 2.600
C -4.682 4.422 3.506
C -5.071 4.473 4.836
C -4.223 5.057 5.773
C -3.002 5.591 5.366
C -2.626 5.538 4.028
C -3.468 4.945 3.093
H -6.029 4.059 5.131
H -4.513 5.096 6.818
H -2.344 6.048 6.095
H -1.677 5.958 3.713
H -3.186 4.886 2.048
F -0.346 6.458 5.771
C 0.614 5.521 5.898
C 1.274 5.383 7.109
C 2.262 4.413 7.241
C 2.586 3.599 6.158
C 1.920 3.750 4.945
C 0.924 4.713 4.815
H 1.014 6.031 7.938
H 2.780 4.291 8.187
H 3.360 2.845 6.260
H 2.176 3.118 4.100
H 0.389 4.838 3.881
F 2.332 0.403 -3.969
C 3.021 -0.240 -4.922
C 2.441 -0.438 -6.165
C 3.160 -1.101 -7.155
C 4.444 -1.568 -6.886
C 5.014 -1.367 -5.631
C 4.301 -0.694 -4.645
H 1.438 -0.075 -6.353
H 2.719 -1.255 -8.135
H 5.002 -2.089 -7.658
H 6.013 -1.735 -5.422
H 4.731 -0.521 -3.664
F -2.995 -4.561 -0.527
C -1.874 -5.235 -0.830
C -1.136 -4.861 -1.943
C 0.029 -5.555 -2.254
C 0.436 -6.621 -1.456
C -0.315 -6.990 -0.344
C -1.474 -6.290 -0.025
H -1.474 -4.034 -2.557
H 0.618 -5.266 -3.118
H 1.343 -7.164 -1.702
H 0.002 -7.823 0.275
H -2.067 -6.558 0.842
F -7.206 -4.399 -4.695
C -7.114 -3.706 -3.545
C -5.930 -3.735 -2.825
C -5.834 -3.015 -1.639
C -6.927 -2.284 -1.180
C -8.113 -2.266 -1.909
C -8.206 -2.977 -3.101
H -5.093 -4.317 -3.194
H -4.910 -3.024 -1.072
H -6.852 -1.726 -0.252
H -8.965 -1.699 -1.548
H -9.119 -2.968 -3.686
F -13.499 -6.581 -7.813
C -12.317 -6.181 -7.316
C -12.057 -6.346 -5.964
C -10.830 -5.937 -5.450
C -9.883 -5.357 -6.291
C -10.158 -5.192 -7.646
C -11.380 -5.612 -8.163
H -12.809 -6.792 -5.324
H -10.613 -6.068 -4.395
H -8.930 -5.035 -5.889
H -9.421 -4.737 -8.299
H -11.607 -5.499 -9.217
F 7.921 0.927 2.401
C 8.701 1.496 3.328
C 8.277 1.527 4.648
C 9.089 2.115 5.612
C 10.310 2.675 5.245
C 10.723 2.642 3.916
C 9.917 2.045 2.952
H 7.319 1.094 4.913
H 8.770 2.138 6.649
H 10.941 3.137 5.997
H 11.673 3.082 3.630
H 10.226 2.003 1.915
*
```

Properties
Orbital gap = 6.7 eV
Max |F| = 4.45 eV/Å

Mulliken atomic charge list, values in e, 4 entries:
1 O -0.70
2 C 0.30
3 C -0.46
4 P -0.28

=====

Record 2
This record from the Open Molecules 2025 dataset describes a molecular structure, C39H52ClO6PbSSe. The level of theory is ωB97M-V with the def2-TZVPD basis set.

The geometry in ORCA input format:
```
! wB97M-V def2-TZVPD RIJCOSX def2/J DEFGRID3
* xyz -1 1
Pb 1.140 -1.952 0.486
C -4.526 -1.356 -5.225
C -4.493 -0.445 -3.990
C -5.691 -0.797 -3.107
C -4.645 1.015 -4.439
C -3.167 -0.620 -3.253
C -3.073 -1.049 -1.943
C -1.837 -1.176 -1.315
Se -1.815 -1.782 0.501
C -1.654 -0.083 1.381
C -2.850 0.538 1.726
C -2.864 1.764 2.363
C -1.618 2.327 2.638
C -0.398 1.753 2.316
C -0.400 0.490 1.657
O 0.759 -0.060 1.349
C 0.859 2.561 2.710
C 0.804 3.931 2.012
C 0.856 2.767 4.234
C 2.212 1.935 2.355
C -4.143 2.498 2.755
C -5.395 1.717 2.353
C -4.187 3.865 2.058
C -4.174 2.706 4.276
C -0.623 -0.879 -1.966
O 0.545 -0.953 -1.392
C -0.713 -0.457 -3.331
C -1.962 -0.339 -3.910
C 0.567 -0.147 -4.113
C 1.337 1.001 -3.441
C 0.266 0.283 -5.552
C 1.459 -1.397 -4.183
H -5.470 -1.235 -5.766
H -3.711 -1.124 -5.913
H -4.427 -2.403 -4.931
H -6.616 -0.656 -3.672
H -5.654 -1.838 -2.778
H -5.737 -0.160 -2.222
H -5.590 1.157 -4.973
H -4.632 1.683 -3.575
H -3.834 1.314 -5.104
H -3.958 -1.291 -1.370
H -3.772 0.031 1.476
H -1.600 3.288 3.140
H -0.088 4.499 2.280
H 1.679 4.524 2.291
H 0.809 3.803 0.928
H -0.036 3.290 4.582
H 0.904 1.803 4.746
H 1.730 3.354 4.532
H 2.327 1.774 1.285
H 2.998 2.618 2.694
H 2.356 0.976 2.847
H -5.439 1.561 1.274
H -5.433 0.741 2.842
H -6.285 2.277 2.650
H -4.169 3.741 0.973
H -5.099 4.404 2.330
H -3.333 4.483 2.337
H -4.151 1.746 4.794
H -3.318 3.290 4.615
H -5.084 3.237 4.571
H -2.019 -0.012 -4.940
H 0.725 1.906 -3.411
H 1.622 0.735 -2.426
H 2.244 1.221 -4.014
H -0.335 1.196 -5.590
H 1.210 0.485 -6.065
H -0.254 -0.499 -6.110
H 1.759 -1.729 -3.192
H 0.933 -2.211 -4.688
H 2.362 -1.169 -4.761
Cl 5.399 -1.341 7.037
C 4.671 -1.364 5.444
C 5.399 -0.900 4.343
C 4.837 -0.916 3.095
C 3.512 -1.397 2.850
O 3.069 -1.370 1.652
C 2.793 -1.852 3.998
C 1.432 -2.359 3.974
O 0.690 -2.503 3.022
C 3.397 -1.823 5.267
H 6.403 -0.520 4.487
H 5.384 -0.530 2.243
H 1.057 -2.650 4.976
H 2.829 -2.174 6.122
O 3.123 -1.749 -1.150
S 4.537 -1.601 -0.657
C 5.507 -2.081 -2.122
C 5.546 -3.604 -2.141
C 5.848 -3.994 -0.697
C 4.879 -3.196 0.168
H 6.507 -1.651 -2.018
H 5.001 -1.626 -2.972
H 6.294 -3.983 -2.839
H 4.569 -3.989 -2.440
H 6.883 -3.725 -0.459
H 5.740 -5.064 -0.518
H 5.217 -3.024 1.188
H 3.879 -3.642 0.195
O 1.412 -3.843 0.258
*
```

Properties
Orbital gap = 7.1 eV
Max |F| = 0.51 eV/Å

Mulliken atomic charge list, values in e, 4 entries:
1 Pb 1.53
2 C -1.66
3 C 2.04
4 C -2.11

=====

Record 3
This record from the Open Molecules 2025 dataset describes a molecular structure, C14H27CrI2IrO4PS2 at a distorted geometry. The level of theory is ωB97M-V with the def2-TZVPD basis set.

The geometry in ORCA input format:
```
! wB97M-V def2-TZVPD RIJCOSX def2/J DEFGRID3
* xyz 4 8
I 2.223 1.062 -3.913
I 1.715 -0.638 -5.752
Ir -0.358 -1.899 -1.379
Cr -0.454 0.284 0.243
S -0.789 0.497 -2.072
S 1.525 -0.442 -0.935
C -1.526 -1.715 0.203
C -2.495 0.968 -2.594
C 2.857 -1.265 -0.006
C -2.569 0.557 -4.057
C -3.541 0.275 -1.756
C -2.570 2.481 -2.465
C 3.746 -1.922 -1.056
C 2.285 -2.266 0.986
C 3.613 -0.153 0.709
C -1.678 -2.587 -2.549
C 0.623 -3.517 -1.652
O -2.419 -2.023 0.945
O -2.415 -3.065 -3.310
O 1.122 -4.523 -1.930
H -2.521 -0.538 -4.165
H -1.741 0.990 -4.625
H -3.527 0.910 -4.474
H -3.439 -0.819 -1.826
H -4.532 0.569 -2.122
H -3.453 0.572 -0.690
H -2.522 2.792 -1.408
H -3.530 2.833 -2.880
H -1.749 2.961 -3.003
H 4.637 -2.349 -0.568
H 4.059 -1.175 -1.798
H 3.210 -2.722 -1.586
H 3.123 -2.715 1.548
H 1.725 -3.046 0.451
H 1.614 -1.734 1.676
H 4.481 -0.592 1.224
H 2.970 0.333 1.455
H 3.967 0.599 -0.013
C -0.921 0.348 4.469
P 0.021 1.212 3.221
C -0.925 2.612 2.614
C 1.553 1.826 3.957
O 0.426 0.239 2.109
H -1.832 0.904 4.700
H -0.324 0.225 5.375
H -1.188 -0.633 4.077
H -1.150 3.293 3.450
H -0.352 3.158 1.848
H -1.871 2.260 2.178
H 2.234 0.981 4.157
H 2.058 2.522 3.265
H 1.352 2.356 4.901
*
```

Properties
Orbital gap (spin up / spin down) = 7.3 / 4.9 eV
Max |F| = 8.53 eV/Å

Mulliken atomic charge list, values in e, 4 entries:
1 I 0.55
2 I 0.52
3 Ir 1.14
4 Cr 0.55

=====

Record 4
This record from the Open Molecules 2025 dataset describes C5H8N2 in the gas phase at a distorted geometry. The level of theory is ωB97M-V with the def2-TZVPD basis set.

The geometry in ORCA input format:
```
! wB97M-V def2-TZVPD RIJCOSX def2/J DEFGRID3
* xyz 0 1
C -1.379 0.621 -1.112
N -1.100 -0.671 -0.435
C -1.176 -0.398 0.945
C 0.059 -0.207 1.455
C 1.002 -0.419 0.367
N 2.386 -0.224 0.470
C 0.283 -0.831 -0.702
H -0.565 1.277 -0.697
H -1.217 0.534 -2.193
H -2.401 0.978 -0.926
H -2.152 -0.301 1.410
H 0.308 0.069 2.472
H 2.590 0.531 1.112
H 2.790 0.003 -0.430
H 0.571 -0.961 -1.737
*
```

Properties
SMILES = Cn1ccc(N)c1
Orbital gap = 8.9 eV
Max |F| = 1.25 eV/Å

Mulliken atomic charge list, values in e, 4 entries:
1 C -0.87
2 N -0.16
3 C -0.61
4 C -0.34

=====

Record 5
This record from the Open Molecules 2025 dataset describes a molecular structure, C22H33B2F6IN3O10S5 at a distorted geometry. The level of theory is ωB97M-V with the def2-TZVPD basis set.

The geometry in ORCA input format:
```
! wB97M-V def2-TZVPD RIJCOSX def2/J DEFGRID3
* xyz -1 1
C 0.883 -1.206 6.235
C 1.157 -1.372 4.846
C 1.443 -1.713 3.255
C 0.135 -1.595 2.265
C -0.192 0.022 2.280
C 0.943 0.967 1.567
C 0.338 2.499 1.355
S 0.359 2.974 -0.455
C -1.182 3.886 -0.983
S -0.923 5.499 -1.572
N -2.603 3.405 -1.004
C -3.503 4.563 -0.540
C -4.969 4.017 0.053
O -4.821 3.178 1.257
C -3.457 2.577 1.328
C -2.867 2.173 -0.185
C -1.150 -2.584 2.469
C -2.340 -2.754 1.384
C -3.256 -1.439 1.062
C -4.477 -1.970 0.050
I -4.018 -1.304 -2.030
B -2.056 -2.484 3.878
O -2.833 -3.609 4.439
O -2.046 -1.211 4.624
C -3.392 -0.651 4.807
N -0.446 -3.956 2.369
C 0.506 -3.912 1.155
O 1.012 -4.968 0.514
C 0.720 -2.277 0.870
S 0.073 -1.595 -0.794
C 2.328 -2.257 0.550
B 2.676 -2.415 -1.083
O 3.259 -1.305 -1.903
O 2.452 -3.695 -1.839
H 0.578 -1.339 7.358
H 1.948 -2.792 3.256
H 2.331 -0.968 2.973
H -1.214 0.302 1.731
H -0.334 0.462 3.382
H 1.444 0.518 0.612
H 1.818 1.093 2.370
H -0.717 2.518 1.867
H 1.007 3.302 1.930
H -3.026 5.161 0.376
H -3.801 5.288 -1.435
H -5.421 3.308 -0.788
H -5.725 4.912 0.188
H -3.565 1.570 1.958
H -2.782 3.348 1.891
H -2.009 1.382 -0.146
H -3.785 1.614 -0.708
H -3.094 -3.563 1.840
H -2.033 -3.205 0.335
H -2.661 -0.642 0.402
H -3.804 -0.961 1.976
H -4.428 -3.154 -0.008
H -5.531 -1.555 0.350
H -3.814 -3.463 4.296
H -4.217 -1.439 5.067
H -3.319 0.081 5.747
H -3.674 0.058 3.898
H 0.052 -4.238 3.267
H -0.656 -0.445 -0.440
H 2.915 -3.116 1.099
H 2.763 -1.201 0.849
H 2.463 -0.771 -2.198
H 2.417 -3.491 -2.827
C 5.813 1.360 -8.590
F 5.288 1.701 -9.803
F 6.315 0.096 -8.733
F 6.899 2.170 -8.403
S 4.612 1.481 -7.225
O 3.551 0.536 -7.584
O 4.202 2.887 -7.222
N 5.593 1.031 -6.064
S 4.884 1.028 -4.646
O 3.863 -0.003 -4.431
O 4.560 2.338 -4.077
C 6.319 0.453 -3.681
F 7.385 1.302 -3.779
F 6.778 -0.765 -4.103
F 6.056 0.321 -2.349
*
```

Properties
Orbital gap = 7.6 eV
Max |F| = 10.34 eV/Å

Mulliken atomic charge list, values in e, 4 entries:
1 C -0.93
2 C -0.40
3 C -0.25
4 C 1.79

=====

Record 6
This record from the Open Molecules 2025 dataset describes a molecular structure, C37H29ClNPS4Sn at a distorted geometry. The level of theory is ωB97M-V with the def2-TZVPD basis set.

The geometry in ORCA input format:
```
! wB97M-V def2-TZVPD RIJCOSX def2/J DEFGRID3
* xyz 0 1
Sn 1.133 0.619 -0.105
S 3.082 -0.982 0.476
C 4.315 0.217 0.883
C 5.616 0.081 0.289
C 6.576 0.993 0.689
C 6.314 2.001 1.595
C 5.100 2.056 2.234
C 4.064 1.224 1.873
S 2.419 1.447 2.476
C 2.197 3.279 2.387
C 0.897 3.825 2.005
C 0.475 5.144 2.309
C -0.759 5.609 1.840
C -1.551 4.784 1.068
C -1.024 3.522 0.711
C -1.619 2.763 -0.455
S -0.590 2.964 -1.935
C 0.676 4.064 -1.356
C 0.268 5.405 -1.206
C 1.097 6.348 -0.695
C 2.433 6.010 -0.430
C 2.831 4.691 -0.514
C 2.011 3.702 -1.095
S 2.700 2.121 -1.260
N 0.108 3.046 1.176
H 5.798 -0.671 -0.460
H 7.592 0.927 0.355
H 7.100 2.613 1.931
H 4.922 2.839 2.981
H 2.916 3.635 1.674
H 2.447 3.722 3.331
H 1.016 5.725 3.004
H -1.063 6.629 2.122
H -2.532 5.117 0.742
H -2.547 3.285 -0.709
H -1.822 1.682 -0.217
H -0.757 5.641 -1.464
H 0.671 7.356 -0.568
H 3.069 6.802 -0.003
H 3.893 4.487 -0.421
Cl -2.006 -1.726 1.861
C -3.051 -3.129 1.875
C -3.918 -3.368 2.928
C -4.655 -4.554 2.938
C -4.567 -5.383 1.821
C -3.689 -5.132 0.765
C -2.889 -3.982 0.815
P -1.352 -3.699 -0.090
C -1.729 -2.403 -1.273
C -0.746 -2.044 -2.182
C -0.937 -0.946 -3.030
C -2.083 -0.180 -2.921
C -3.110 -0.588 -2.067
C -2.923 -1.700 -1.243
C -1.366 -5.170 -1.193
C -0.630 -6.278 -0.687
C -0.546 -7.420 -1.456
C -1.129 -7.482 -2.737
C -1.862 -6.393 -3.146
C -2.024 -5.290 -2.406
H -4.045 -2.596 3.649
H -5.320 -4.853 3.721
H -5.120 -6.341 1.916
H -3.747 -5.791 -0.104
H 0.178 -2.650 -2.256
H -0.149 -0.705 -3.696
H -2.179 0.700 -3.562
H -4.001 0.037 -1.962
H -3.643 -1.934 -0.450
H -0.162 -6.248 0.264
H -0.034 -8.285 -1.085
H -1.029 -8.311 -3.438
H -2.386 -6.469 -4.068
H -2.619 -4.409 -2.756
*
```

Properties
Orbital gap = 7.7 eV
Max |F| = 3.65 eV/Å

Mulliken atomic charge list, values in e, 4 entries:
1 Sn 0.49
2 S -0.40
3 C 0.33
4 C -0.85

=====

Which relative energy (zero: lowest compared OMol25 entry of this formula, charge and spin) belongs to each record? In order, 140.2 3.5 6.4 36.4 121.3 0.0 kcal/mol.